[1]
CH3NO3S as an isolated structure in a non-equilibrium geometry, computed with ωB97M-V/def2-TZVPD.

Summary:
Electronic energy (eV): -19548.95452
Relative energy (zero: lowest compared OMol25 entry of this formula, charge and spin) (kcal/mol): 100.5
Gap between HOMO and LUMO (alpha / beta) (eV): 8.067 / 8.608
Total charge: 0

Cartesian coordinates (Å):
C 2.8386 -0.2632 -0.0620
N -0.7789 -1.0721 0.1240
O 3.4281 0.5563 -0.5978
O -0.6699 0.0479 -0.5452
O 2.1823 -1.0336 0.4774
S -0.0082 1.7207 0.7413
H -1.4737 -1.1409 0.8527
H 0.2434 0.1977 -0.9126
H 0.2667 0.6889 1.5454

---

[2]
A 2-piece molecular cluster, C4H12NO3 overall in a non-equilibrium geometry, computed with ωB97M-V/def2-TZVPD.

Summary:
Electronic energy (eV): -11974.02339
Relative energy (zero: lowest compared OMol25 entry of this formula, charge and spin) (kcal/mol): 44.5
Gap between HOMO and LUMO (eV): 7.310
Total charge: -1

Cartesian coordinates (Å):
C -1.5418 -0.1853 -0.0235
C -0.6476 -1.4852 -0.0659
C -1.3257 -2.8702 0.1378
O 0.5192 -1.3715 0.5891
N -1.0992 0.7645 -1.1277
C 0.3857 1.0164 -1.0735
O 0.5421 1.2161 0.2376
H -1.5571 0.4359 0.9166
H -2.5655 -0.3121 -0.1697
H -0.3750 -1.5546 -1.1914
H -2.1352 -3.0768 -0.4301
H -0.6439 -3.6360 0.3325
H -1.7788 -2.9822 1.1348
H 0.6034 -0.4318 0.7628
H -1.5937 1.5897 -0.9018
H 0.6458 1.9040 -1.5509
H 0.9303 0.0668 -1.3808
H 3.0538 2.1690 1.7024
H 1.7137 2.1753 0.7865
O 2.7103 2.5864 0.9276

---

[3]
C25H32N6SSr as an isolated structure in a non-equilibrium geometry, computed with ωB97M-V/def2-TZVPD.

Summary:
Electronic energy (eV): -47056.72375
Relative energy (zero: lowest compared OMol25 entry of this formula, charge and spin) (kcal/mol): 9.7
Gap between HOMO and LUMO (eV): 6.923
Total charge: 0

Cartesian coordinates (Å):
Sr -1.2649 0.7344 -0.4371
C -3.0529 3.3167 -0.8704
C -1.7440 3.4798 -1.3744
C -1.5315 2.4981 -2.3674
C -2.7080 1.7215 -2.4683
C -3.6481 2.2284 -1.5400
H -3.5255 3.9485 -0.1320
H -1.0629 4.2812 -1.1258
H -0.6982 2.4595 -3.0546
H -2.9176 1.0075 -3.2540
H -4.6668 1.8827 -1.4265
C -3.2423 -0.4401 2.1502
N -2.3414 0.7152 2.0429
C -3.1012 1.9542 2.2633
C -1.2155 0.5763 2.9608
C -1.3568 0.9565 4.2836
C -0.3011 0.8754 5.1838
C 0.9214 0.4328 4.7108
C 1.0759 0.0288 3.3898
C 0.0008 0.0126 2.4723
N -0.0132 -0.4582 1.1736
C 0.8037 -1.4384 0.6361
C 2.0548 -1.8885 1.1131
C 2.7576 -2.9307 0.5209
C 2.2611 -3.5832 -0.5931
C 1.0498 -3.1449 -1.1114
C 0.3445 -2.0970 -0.5471
N -0.9145 -1.6792 -1.1704
C -2.0118 -2.5613 -0.7525
C -0.8251 -1.6360 -2.6420
H -3.7488 -0.4611 3.1230
H -4.0041 -0.3961 1.3660
H -2.6644 -1.3568 2.0416
H -3.6667 1.9404 3.2028
H -2.4243 2.8069 2.2772
H -3.8058 2.0875 1.4452
H -2.3117 1.3381 4.6259
H -0.4328 1.1716 6.2157
H 1.7825 0.4069 5.3696
H 2.0684 -0.2301 3.0722
H 2.5152 -1.4225 1.9624
H 3.7105 -3.2256 0.9465
H 2.7932 -4.4062 -1.0525
H 0.6500 -3.6412 -1.9882
H -1.8850 -3.5733 -1.1537
H -2.0329 -2.6213 0.3344
H -2.9663 -2.1660 -1.1098
H -0.7701 -2.6358 -3.0833
H -1.7122 -1.1432 -3.0467
H 0.0606 -1.0721 -2.9311
C 4.6957 -1.2449 -3.1223
C 3.9829 0.0150 -3.6290
C 3.1451 0.6368 -2.5599
N 1.8934 0.4207 -2.3943
N 1.3618 1.0349 -1.2813
C 2.2496 1.7109 -0.6099
N 2.0049 2.3590 0.5581
S 3.8280 1.6643 -1.3198
H 5.2940 -1.6919 -3.9172
H 3.9668 -1.9789 -2.7741
H 5.3597 -1.0099 -2.2878
H 3.3193 -0.2324 -4.4569
H 4.7112 0.7415 -3.9933
H 1.1446 2.1790 1.0464
H 2.7616 2.7431 1.0899